This record from the Open Molecules 2025 dataset describes a 5-piece molecular cluster, C3H15NO4 overall. The level of theory is ωB97M-V/def2-TZVPD.

Each atom is followed by the atoms it is bonded to, with distances in Å.
Cartesian coordinates (Å):
1 O -0.2294 2.3780 -0.0228  C3 1.376
2 H 1.6808 -1.0848 0.5046  O10 1.024
3 C 1.0516 2.5325 0.4562  O1 1.376, H5 1.174, H15 1.163, H22 1.152
4 H 2.7375 -1.3559 -0.5361  O10 0.947
5 H 1.8315 1.7816 0.0033  C3 1.174
6 H -0.2924 -2.6133 0.3923  N21 1.018
7 H -0.5160 -0.3729 -0.6622  C16 1.116
8 H -2.7604 -0.2675 1.4318  C18 1.119
9 O 0.9130 -2.0674 1.4888  H13 0.967
10 O 2.1347 -0.6612 -0.3093  H2 1.024, H4 0.947
11 H -1.0605 1.8590 -2.5109  O17 0.943
12 H -0.0882 1.9321 -1.3250  O17 1.071
13 H 1.3051 -2.6452 2.1576  O9 0.967
14 H -1.5496 -3.0055 -0.7606  N21 0.979
15 H 1.1575 2.2481 1.5790  C3 1.163
16 C -1.3564 -1.0175 -0.3100  H7 1.116, C18 1.601, H19 1.179, N21 1.423
17 O -0.1721 1.5949 -2.3382  H11 0.943, H12 1.071
18 C -1.7078 -0.2541 1.0528  H8 1.119, C16 1.601, H20 1.221, H23 1.070
19 H -2.2549 -0.7786 -1.0350  C16 1.179
20 H -1.0250 -0.7465 1.9369  C18 1.221
21 N -1.1688 -2.4101 -0.0838  H6 1.018, H14 0.979, C16 1.423
22 H 1.3673 3.6177 0.6800  C3 1.152
23 H -1.4447 0.7815 0.9893  C18 1.070

Output
multiplicity	1
gap between HOMO and LUMO	3.299	eV
molecular weight	129.16	g/mol
E_LUMO	-5.4	eV



This record from the Open Molecules 2025 dataset describes one molecule with the formula C2H9N3O. The level of theory is ωB97M-V/def2-TZVPD.

Each atom is followed by the atoms it is bonded to, with distances in Å.
Cartesian coordinates (Å):
1 H -0.3530 1.6208 -0.9124  C4 1.098
2 H -0.8109 1.7852 1.3360  N3 1.011
3 N -0.2242 0.9949 1.1061  H2 1.011, C4 1.427, H8 1.011
4 C -0.1327 0.7404 -0.2945  H1 1.098, N3 1.427, N5 1.581, C7 1.501
5 N -1.1975 -0.3346 -0.7543  C4 1.581, N13 1.414, H15 1.017
6 O 2.0203 -0.3352 0.3108  C7 1.504, H10 0.966
7 C 1.0950 0.0483 -0.8118  C4 1.501, O6 1.504, H11 1.089, H14 1.094
8 H 0.6661 1.0710 1.5783  N3 1.011
9 H -0.6452 -2.1110 -0.0519  N13 1.016
10 H 1.5816 -1.0101 0.8442  O6 0.966
11 H 1.7109 0.7400 -1.3839  C7 1.089
12 H -1.2489 -1.1012 1.1176  N13 1.024
13 N -1.3545 -1.4118 0.1475  N5 1.414, H9 1.016, H12 1.024
14 H 0.9830 -0.8472 -1.4293  C7 1.094
15 H -2.0900 0.1506 -0.8023  N5 1.017

Output
multiplicity	1
gap between HOMO and LUMO	10.060	eV
molecular weight	91.11	g/mol
E_LUMO	0.9	eV
structure (SMILES)	NN[C@@H](N)CO



This record from the Open Molecules 2025 dataset describes a 13-piece molecular cluster, C52H98O26 overall. The level of theory is ωB97M-V/def2-TZVPD.

Each atom is followed by the atoms it is bonded to, with distances in Å.
Cartesian coordinates (Å):
1 H 0.0650 -4.2685 -0.2641  C13 1.100
2 C 6.6684 2.4106 0.4654  H37 1.036, O60 1.376, H84 1.075, H147 1.096
3 H 1.4667 -2.2786 -6.1098  C128 1.098
4 H 5.9416 0.9229 3.7277  C21 1.134
5 O -5.1656 -0.3715 -4.0905  C120 1.189
6 C 4.2639 0.5108 -2.0825  H14 1.113, H92 1.049, O138 1.421, H171 1.088
7 H -3.9389 0.7367 0.0676  C86 1.128
8 O -0.0055 2.6958 2.3099  C173 1.187
9 H 4.7152 0.7673 4.9797  C21 1.116
10 C -1.8533 -0.6702 -5.1369  H17 1.064, C34 1.518, H103 1.077, C164 1.545
11 C -1.8476 -3.4017 0.2391  C13 1.525, O122 1.194, O132 1.355
12 O -4.6948 2.8842 -2.1411  C40 1.311, C98 1.430
13 C -0.9636 -4.6061 -0.0682  H1 1.100, C11 1.525, C28 1.572, H125 1.072
14 H 5.2795 0.9421 -1.9328  C6 1.113
15 O 2.0116 4.4082 -0.1432  C25 1.186
16 O 2.0375 -6.1284 -3.5195  C27 1.407, C112 1.396
17 H -2.1369 -0.9429 -6.1251  C10 1.064
18 C -1.3737 -4.3470 2.2928  C28 1.515, H38 1.099, H131 1.118, O132 1.430
19 H 0.1690 3.1288 6.1900  C104 1.054
20 H 2.4285 -1.3560 4.4993  C160 1.108
21 C 4.8183 0.8614 3.8726  H4 1.134, H9 1.116, O35 1.394, H110 1.070
22 C 0.2539 3.2725 -4.1310  H26 1.092, H57 1.096, H113 1.098, O145 1.426
23 H -4.5756 3.3779 5.2465  C101 1.072
24 H -1.3347 -0.5827 -1.6101  C66 1.103
25 C 0.9795 4.8804 -0.4886  O15 1.186, O44 1.385, C48 1.541
26 H -0.7526 3.0576 -3.7648  C22 1.092
27 C 2.8352 -5.6806 -2.4500  O16 1.407, H46 1.105, C51 1.462, H87 1.047
28 C -0.9736 -5.4048 1.2854  C13 1.572, C18 1.515, H43 1.111, H172 1.141
29 H -2.6417 0.8799 -3.6793  C34 1.143
30 C 2.5155 -4.3404 1.3095  O39 1.404, H53 1.091, H135 1.131, H165 1.107
31 C 1.1749 4.1567 3.8266  C49 1.549, H61 1.074, H170 1.098, C173 1.513
32 H -4.4806 -0.7318 4.1272  C126 1.161
33 H 2.8719 3.2807 4.9168  C49 1.086
34 C -2.9176 0.2754 -4.6099  C10 1.518, H29 1.143, C120 1.490, H140 1.064
35 O 4.0817 1.9498 3.4089  C21 1.394, C74 1.451
36 H 4.9815 -0.8801 -5.6877  C157 1.064
37 H 6.5751 2.6952 -0.5261  C2 1.036
38 H -0.4973 -4.0088 2.8634  C18 1.099
39 O 2.2718 -4.1263 2.6752  C30 1.404, C54 1.397
40 C -3.7738 2.1142 -1.6143  O12 1.311, C86 1.532, O90 1.247
41 C 4.3895 2.5351 1.1142  O60 1.413, H71 1.109, C74 1.463, H108 1.092
42 C -2.3641 0.2703 3.3142  H65 1.067, H119 1.122, H148 1.077, O149 1.426
43 H -1.7837 -6.1620 1.2113  C28 1.111
44 O 0.8929 6.1016 -1.1357  C25 1.385, C102 1.445
45 C 0.0775 -1.8822 5.3221  H58 1.090, O77 1.355, H143 1.068, H166 1.079
46 H 2.2425 -5.3886 -1.5648  C27 1.105
47 C -0.2386 0.6684 -0.1568  C66 1.511, C78 1.515, H163 1.030, H169 1.102
48 C -0.4327 4.2663 -0.4449  C25 1.541, H95 1.096, H130 1.082, C158 1.538
49 C 1.8837 3.6822 5.1201  C31 1.549, H33 1.086, C104 1.490, H152 1.091
50 H -4.2981 -1.6233 2.4721  C126 1.136
51 C 3.7836 -6.7173 -2.0476  C27 1.462, H88 1.093, O141 1.405, H142 1.116
52 H 3.4425 -1.7477 -3.9173  C134 1.088
53 H 1.8923 -5.1609 0.9501  C30 1.091
54 C 2.7003 -2.8495 3.0480  O39 1.397, H70 1.136, H105 1.083, C160 1.465
55 H 3.5173 -9.3366 -2.4195  C168 1.131
56 H 0.7129 -0.0259 1.7378  C78 1.103
57 H 0.3402 2.9317 -5.1690  C22 1.096
58 H -0.9963 -2.0414 5.2227  C45 1.090
59 O 0.2771 2.1359 4.4582  C104 1.369, C173 1.327
60 O 5.5528 1.7539 0.9332  C2 1.376, C41 1.413
61 H 1.7952 4.5132 3.0254  C31 1.074
62 H 1.4593 -4.4511 -4.5760  C112 1.071
63 O -1.8542 3.6247 5.3325  C81 1.207
64 H -3.1066 2.6910 1.9250  C76 1.098
65 H -1.5742 0.7862 2.8155  C42 1.067
66 C -0.3345 -0.1616 -1.4155  H24 1.103, C47 1.511, C94 1.483, H129 1.098
67 H -1.5891 -1.5382 -3.2083  C164 1.125
68 O -2.2694 4.0627 3.2080  C76 1.416, C81 1.337
69 H 3.2641 2.7548 -1.7452  C79 1.098
70 H 3.8143 -2.8967 3.2628  C54 1.136
71 H 4.6131 3.5408 1.5246  C41 1.109
72 H 4.1559 -1.6739 -7.0253  C157 1.151
73 H 3.4339 -3.0802 -4.9398  C134 1.111
74 C 3.5042 1.8848 2.0798  O35 1.451, C41 1.463, H96 1.133, H137 1.091
75 H -7.5159 0.4502 4.8898  C123 1.113
76 C -3.2820 3.7148 2.2818  H64 1.098, O68 1.416, C93 1.528, H118 1.030
77 O 0.6856 -2.4176 4.2358  C45 1.355, C160 1.402
78 C 0.1626 -0.3871 0.8527  C47 1.515, H56 1.103, H136 1.059, O153 1.433
79 C 3.5146 2.5725 -2.7988  H69 1.098, H133 1.087, O138 1.418, C154 1.447
80 H 0.4782 -5.8565 -4.6409  C112 1.088
81 C -2.6420 3.6317 4.4181  O63 1.207, O68 1.337, C101 1.507
82 O 1.0901 0.6198 -6.1466  C151 1.193
83 H 0.4105 -4.9861 -3.0761  C112 1.129
84 H 6.9026 3.2972 1.0260  C2 1.075
85 O 1.0090 -2.1556 -1.9071  C94 1.187
86 C -4.3749 0.8632 -0.9650  H7 1.128, C40 1.532, H91 1.103, C175 1.512
87 H 3.3961 -4.8834 -2.8318  C27 1.047
88 H 4.5129 -6.3686 -1.3120  C51 1.093
89 H 1.1067 -1.5312 -4.5592  C128 1.073
90 O -2.6002 2.5340 -1.5749  C40 1.247
91 H -4.0657 -0.0117 -1.5606  C86 1.103
92 H 4.3765 -0.4737 -2.4262  C6 1.049
93 C -4.5841 3.6710 3.0797  C76 1.528, H99 1.047, C101 1.506, H167 1.057
94 C 0.6209 -1.2769 -1.2090  C66 1.483, O85 1.187, O153 1.393
95 H -0.5021 3.6339 -1.3369  C48 1.096
96 H 2.5273 2.4435 2.2123  C74 1.133
97 H 2.4487 -3.0404 5.1038  C160 1.098
98 C -5.9720 2.2441 -2.0790  O12 1.430, H109 1.032, H114 1.091, C175 1.558
99 H -4.9280 4.6323 3.3121  C93 1.047
100 C -5.8662 -0.1362 2.4693  H116 1.138, C126 1.533, H155 1.097, O176 1.384
101 C -4.0466 3.0886 4.3606  H23 1.072, C81 1.507, C93 1.506, H111 1.075
102 C -0.4399 6.3260 -1.6485  O44 1.445, H124 1.115, H146 1.086, C158 1.532
103 H -0.8053 -0.4252 -5.0988  C10 1.077
104 C 0.8823 2.6713 5.5636  H19 1.054, C49 1.490, O59 1.369, H150 1.065
105 H 2.4292 -2.2113 2.2158  C54 1.083
106 H -6.1294 1.6623 0.0150  C175 1.119
107 H -1.5480 6.0343 0.1788  C158 1.083
108 H 3.8271 2.7239 0.1969  C41 1.092
109 H -6.7022 2.9009 -1.7637  C98 1.032
110 H 4.5928 -0.0705 3.3982  C21 1.070
111 H -4.0722 2.0140 4.3359  C101 1.075
112 C 1.0607 -5.2352 -3.9645  O16 1.396, H62 1.071, H80 1.088, H83 1.129
113 H 0.2479 4.3680 -4.0638  C22 1.098
114 H -6.1725 1.9197 -3.1015  C98 1.091
115 H 2.4847 4.2507 -3.5726  C154 1.054
116 H -6.6354 -0.9730 2.4114  C100 1.138
117 H -6.5079 0.2884 -1.0554  C175 1.104
118 H -3.2405 4.3883 1.5038  C76 1.030
119 H -2.5899 0.6769 4.3355  C42 1.122
120 C -4.0124 -0.6426 -4.1883  O5 1.189, C34 1.490, O156 1.356
121 H -8.1285 -0.0376 3.3277  C123 1.077
122 O -2.2893 -2.6024 -0.5299  C11 1.194
123 C -7.5828 0.7492 3.8199  H75 1.113, H121 1.077, H174 1.069, O176 1.395
124 H -0.6820 7.4100 -1.5541  C102 1.115
125 H -1.2740 -5.1545 -0.9356  C13 1.072
126 C -4.5022 -0.6236 2.9710  H32 1.161, H50 1.136, C100 1.533, O149 1.447
127 H -1.6902 -2.7757 -4.4806  C164 1.056
128 C 1.8103 -1.5449 -5.3695  H3 1.098, H89 1.073, C134 1.550, C151 1.535
129 H 0.1363 0.2506 -2.3175  C66 1.098
130 H -0.6200 3.6448 0.4207  C48 1.082
131 H -2.1700 -4.7963 2.9361  C18 1.118
132 O -2.0859 -3.3376 1.5715  C11 1.355, C18 1.430
133 H 4.5114 2.9906 -2.9180  C79 1.087
134 C 3.2387 -1.9865 -4.9592  H52 1.088, H73 1.111, C128 1.550, C157 1.502
135 H 2.1253 -3.4741 0.6951  C30 1.131
136 H -0.7470 -0.8614 1.1150  C78 1.059
137 H 3.2073 0.8674 1.8197  C74 1.091
138 O 3.5226 1.1850 -3.0901  C6 1.421, C79 1.418
139 H 2.7864 2.8740 -4.6763  C154 1.099
140 H -3.2598 0.9760 -5.3332  C34 1.064
141 O 3.1436 -7.7024 -1.2775  C51 1.405, C168 1.376
142 H 4.3978 -7.1545 -2.8698  C51 1.116
143 H 0.3473 -2.3801 6.2280  C45 1.068
144 H 2.1871 -9.4707 -1.0926  C168 1.137
145 O 1.2194 2.6600 -3.2784  C22 1.426, C154 1.471
146 H -0.5169 5.9705 -2.6715  C102 1.086
147 H 7.5498 1.7610 0.4132  C2 1.096
148 H -2.0092 -0.7277 3.5070  C42 1.077
149 O -3.5516 0.3751 2.5325  C42 1.426, C126 1.447
150 H 1.3365 1.8394 6.0505  C104 1.065
151 C 1.9904 -0.1403 -5.9609  O82 1.193, C128 1.535, O161 1.295
152 H 2.1210 4.5168 5.7819  C49 1.091
153 O 0.9958 -1.3033 0.1326  C78 1.433, C94 1.393
154 C 2.5341 3.2009 -3.6578  C79 1.447, H115 1.054, H139 1.099, O145 1.471
155 H -5.6952 0.1727 1.4309  C100 1.097
156 O -3.5482 -1.8903 -3.9303  C120 1.356, C164 1.479
157 C 4.0134 -1.2069 -5.9829  H36 1.064, H72 1.151, C134 1.502, O161 1.471
158 C -1.3289 5.4835 -0.7280  C48 1.538, C102 1.532, H107 1.083, H159 1.081
159 H -2.2747 5.2767 -1.2088  C158 1.081
160 C 2.0862 -2.3903 4.2961  H20 1.108, C54 1.465, O77 1.402, H97 1.098
161 O 3.2357 0.0046 -6.2838  C151 1.295, C157 1.471
162 H 1.8810 -8.6973 -2.6495  C168 1.078
163 H 0.4020 1.4676 -0.2613  C47 1.030
164 C -2.0885 -1.8491 -4.1671  C10 1.545, H67 1.125, H127 1.056, O156 1.479
165 H 3.5802 -4.4408 1.0218  C30 1.107
166 H 0.3522 -0.8461 5.4414  C45 1.079
167 H -5.3789 3.1943 2.5708  C93 1.057
168 C 2.6503 -8.8238 -1.9049  H55 1.131, O141 1.376, H144 1.137, H162 1.078
169 H -1.2172 1.0427 0.1847  C47 1.102
170 H 0.4882 4.9898 4.0252  C31 1.098
171 H 3.7362 0.5225 -1.1316  C6 1.088
172 H -0.0156 -5.9904 1.4857  C28 1.141
173 C 0.4051 2.9261 3.3996  O8 1.187, C31 1.513, O59 1.327
174 H -8.0837 1.6925 3.7718  C123 1.069
175 C -5.8548 1.1732 -0.9536  C86 1.512, C98 1.558, H106 1.119, H117 1.104
176 O -6.3106 0.9033 3.2679  C100 1.384, C123 1.395

Output
multiplicity	1
gap between HOMO and LUMO	9.954	eV
molecular weight	1139.33	g/mol
E_LUMO	0.6	eV



This record from the Open Molecules 2025 dataset describes an isolated ion of composition C3H7N2OS and charge +1. The level of theory is ωB97M-V/def2-TZVPD.

Each atom is followed by the atoms it is bonded to, with distances in Å.
Cartesian coordinates (Å):
1 H 0.7554 -1.1413 -1.6192  C6 1.107
2 H 0.5360 2.5526 1.9970  N12 1.006
3 C 0.2305 1.0617 0.6316  N9 1.339, H11 1.041, N12 1.319
4 H 1.2303 -0.8518 0.6049  N9 1.062
5 O -1.4792 -1.8438 0.3161  C14 1.195
6 C -0.0431 -0.5654 -1.1138  H1 1.107, N9 1.512, H13 1.092, C14 1.549
7 S -1.7662 -2.3941 -2.2394  H10 1.406, C14 1.749
8 H 1.5443 1.3422 2.1953  N12 0.975
9 N 0.7023 -0.0762 0.1075  C3 1.339, H4 1.062, C6 1.512
10 H -2.8343 -3.1966 -1.8018  S7 1.406
11 H -0.5773 1.6157 0.2775  C3 1.041
12 N 0.7315 1.6036 1.7250  H2 1.006, C3 1.319, H8 0.975
13 H -0.5977 0.1981 -1.6638  C6 1.092
14 C -1.0997 -1.6544 -0.8014  O5 1.195, C6 1.549, S7 1.749

Output
multiplicity	1
gap between HOMO and LUMO	9.495	eV
net charge	+1
molecular weight	119.17	g/mol
E_LUMO	-4.1	eV
structure (SMILES)	N/C=[NH+]/CC(=O)S



In order of appearance, energy relative to the best compared isomer or geometry (same formula, charge and spin) = 232.0; 54.8; 0.0; 25.1 kcal per mole.
In order of appearance, maximum force = 3.8; 3.9; 3.9; 4.2 eV Å⁻¹.
In order of appearance, electronic energy = -478.65905; -321.04446; -3996.21528; -701.18478 hartree.